[1]
C4H16N2O5 | ωB97M-V with the def2-TZVPD basis set

XYZ file:
```
27
C4H16N2O5 ωB97M-V with the def2-TZVPD basis set
O -1.18339 -0.20700 0.08266
C -0.03980 0.17557 -0.04683
N 0.18677 1.43406 -0.61278
C -0.88433 2.23944 -1.12830
N -0.88320 1.94182 -2.53721
C 1.16276 -0.58161 0.42890
C 2.04192 0.19166 1.42094
O 1.29403 0.83742 2.46240
H 1.14225 1.68600 -0.83208
H -0.69566 3.29426 -0.94284
H -1.80971 1.93300 -0.65659
H -0.12856 2.33796 -3.09373
H -1.09141 0.97851 -2.80249
H 0.80688 -1.49867 0.87936
H 1.74306 -0.88492 -0.44263
H 2.68472 0.92363 0.93116
H 2.65779 -0.51804 1.96210
H 0.78443 1.58066 2.12173
H -1.96642 -3.50979 0.14967
H -1.39903 -2.08389 -0.01262
O -1.25187 -3.00942 -0.26048
H -1.33595 -0.85853 2.70246
H 0.01408 -0.33796 3.22340
O -0.74938 -0.88085 3.47173
H -0.85601 -1.16246 -2.36951
H -0.24348 -2.41685 -1.80789
O -0.00049 -1.60403 -2.29054
```

Computed properties:
- 2S+1: 2
- Energy relative to the best compared isomer or geometry (same formula, charge and spin): 0.0 kJ/mol
- Expectation value of S²: 0.759
- Charge: +1

Calculated atomic charges, method Löwdin, unit e:
1 O 0.10
2 C -0.43
3 N 0.17
4 C -0.17
5 N 0.29
6 C -0.07
7 C -0.19
8 O -0.06
9 H 0.17
10 H 0.15
11 H 0.15
12 H 0.15
13 H 0.13
14 H 0.13
15 H 0.14
16 H 0.12
17 H 0.14
18 H 0.09
19 H 0.07
20 H 0.00
21 O -0.05
22 H 0.02
23 H -0.01
24 O -0.05
25 H 0.02
26 H 0.03
27 O -0.05

[2]
C4H16N2Si2 | ωB97M-V with the def2-TZVPD basis set

XYZ file:
```
24
C4H16N2Si2 ωB97M-V with the def2-TZVPD basis set
C 2.26240 -0.90186 0.12709
C 0.79729 -2.04398 -1.41196
C -0.28535 0.62367 2.11755
C 0.97793 2.76694 -0.76883
N -1.56376 0.01359 -0.58881
N 0.91689 -1.14196 -0.28028
Si -3.17289 -0.23458 0.01480
Si -0.05435 0.23523 0.27729
H 2.11125 -0.10182 0.97524
H 2.73194 -1.77158 0.44839
H 2.99738 -0.22566 -0.54882
H 1.49985 -2.08623 -2.17178
H 0.56954 -3.03518 -0.92242
H -0.10924 -1.82200 -1.94869
H -1.00031 -0.06054 2.53412
H 0.63018 0.53363 2.68590
H -0.86703 1.61126 2.17393
H 2.01070 2.46612 -0.89308
H 0.30793 2.87812 -1.58666
H 0.61616 3.23242 0.10498
H -1.37625 -0.25124 -1.60526
H -3.46979 -1.62701 0.52818
H -3.97686 0.55804 -0.99480
H -3.30137 0.90714 1.04621
```

Computed properties:
- Energy relative to the best compared isomer or geometry (same formula, charge and spin): 498.0 kJ/mol

Calculated atomic charges, method Löwdin, unit e:
1 C -0.20
2 C -0.12
3 C -0.20
4 C -0.04
5 N -0.34
6 N -0.33
7 Si 0.48
8 Si 0.59
9 H 0.07
10 H 0.05
11 H 0.12
12 H 0.06
13 H 0.11
14 H 0.04
15 H 0.00
16 H 0.02
17 H 0.06
18 H -0.06
19 H -0.06
20 H -0.08
21 H 0.05
22 H -0.08
23 H -0.08
24 H -0.07

[3]
C4H16N4 | ωB97M-V with the def2-TZVPD basis set

XYZ file:
```
24
C4H16N4 ωB97M-V with the def2-TZVPD basis set
C 0.66784 -2.26778 -1.91911
C -0.18827 -2.08976 0.45354
N 0.84504 -2.11456 -0.44836
N -1.46022 -2.35276 0.18983
N 0.22914 -1.41670 1.68713
H 1.69549 -1.50620 -0.31838
H -1.59339 -2.34418 -0.84225
H -2.20646 -2.84657 0.68667
H 1.18807 -1.41117 1.91107
H -0.21912 -1.80072 2.63288
H 1.51296 -3.08851 -2.30403
H 0.70706 -1.34995 -2.53842
H -0.20880 -2.89269 -2.18233
C -0.28561 2.18850 -0.24445
C 1.09000 1.76256 0.37063
N -1.05138 3.35954 0.51382
H -0.13718 2.67447 -1.32405
H -1.00924 1.36024 -0.14456
H 1.48167 2.75019 0.82049
H 1.71060 1.52125 -0.44027
H -2.02413 3.52406 0.19605
H -1.36706 3.08849 1.50709
H -0.52550 4.18032 0.42477
H 1.14850 1.07194 1.31223
```

Computed properties:
- 2S+1: 2
- Energy relative to the best compared isomer or geometry (same formula, charge and spin): 193.1 kJ/mol
- Expectation value of S²: 0.754
- Charge: +1

Calculated atomic charges, method Löwdin, unit e:
1 C -0.12
2 C -0.55
3 N -0.06
4 N 0.08
5 N 0.03
6 H 0.13
7 H 0.08
8 H 0.10
9 H 0.03
10 H 0.13
11 H 0.13
12 H 0.07
13 H 0.06
14 C -0.16
15 C -0.10
16 N 0.15
17 H 0.17
18 H 0.10
19 H 0.09
20 H 0.05
21 H 0.17
22 H 0.20
23 H 0.12
24 H 0.09

[4]
C4H16N6 | ωB97M-V with the def2-TZVPD basis set

XYZ file:
```
26
C4H16N6 ωB97M-V with the def2-TZVPD basis set
C -0.79494 -1.11207 3.01318
C -2.14747 -0.53817 1.22616
N -2.06355 -1.42700 2.25460
N -1.73194 0.75283 1.38393
N -2.58137 -0.94864 -0.01039
H -2.40843 -2.42550 2.22596
H -1.38157 1.16188 2.15572
H -2.04538 1.36114 0.68779
H -2.72166 -1.96209 -0.21873
H -3.27163 -0.45650 -0.71320
H -1.04039 -0.62824 3.97336
H 0.03825 -0.61860 2.47801
H -0.27505 -2.09110 3.20756
C 0.56018 -0.21596 -2.64743
C 2.11815 0.94655 -1.17204
N 1.82771 -0.17394 -1.90947
N 1.79575 2.08757 -1.80683
N 2.93210 0.94910 -0.01530
H 2.34771 -0.86468 -2.12448
H 1.40899 2.21699 -2.66323
H 2.14092 3.00624 -1.35679
H 3.08510 -0.00933 0.38002
H 3.60361 1.67684 0.33986
H 0.07898 -1.18937 -2.75429
H 0.71252 0.08467 -3.71027
H -0.18658 0.41737 -2.22369
```

Computed properties:
- Energy relative to the best compared isomer or geometry (same formula, charge and spin): 272.6 kJ/mol
- Charge: +2

Calculated atomic charges, method Löwdin, unit e:
1 C -0.05
2 C -0.40
3 N 0.07
4 N 0.22
5 N 0.15
6 H 0.19
7 H 0.08
8 H 0.11
9 H 0.14
10 H 0.19
11 H 0.11
12 H 0.09
13 H 0.11
14 C -0.05
15 C -0.33
16 N 0.07
17 N 0.22
18 N 0.18
19 H 0.07
20 H 0.08
21 H 0.19
22 H 0.14
23 H 0.16
24 H 0.10
25 H 0.11
26 H 0.07

[5]
C4H16N8O4 | ωB97M-V with the def2-TZVPD basis set

XYZ file:
```
32
C4H16N8O4 ωB97M-V with the def2-TZVPD basis set
N 2.25612 0.85064 3.10171
C 2.29749 -0.05064 4.11335
N 1.25513 -0.91595 4.03020
O 3.14258 -0.07718 5.00192
H 3.01278 1.51204 3.04927
H 1.47420 0.98840 2.48351
H 1.17492 -1.51547 4.83814
H 0.40466 -0.65821 3.56306
N -0.53681 0.47053 -1.17670
C -0.09720 -0.00470 -0.00291
N -0.07777 -1.36233 0.07777
O 0.34194 0.67441 0.93544
H -0.63708 1.46689 -1.27160
H -0.89887 -0.20982 -1.81871
H -0.27446 -1.91636 -0.73984
H 0.18425 -1.87414 0.89936
N -0.44295 4.38480 -0.61330
C 0.83236 4.10993 -0.99884
N 1.47154 3.18065 -0.24864
O 1.33497 4.61751 -1.99687
H -1.05179 4.86972 -1.24731
H -0.87162 4.06181 0.23562
H 2.36459 2.98180 -0.66776
H 0.93091 2.63683 0.40451
N -3.15933 -3.15141 -3.21485
C -1.87297 -3.58344 -3.16900
N -1.43049 -3.66746 -1.88374
O -1.13726 -3.77945 -4.12877
H -3.71034 -2.87371 -2.42649
H -3.66862 -3.20221 -4.08243
H -2.03777 -3.75505 -1.09170
H -0.57313 -4.20842 -1.95440
```

Computed properties:
- Energy relative to the best compared isomer or geometry (same formula, charge and spin): 66.4 kJ/mol
- Structure (SMILES): NC(N)=O.NC(N)=O.NC(N)=O.NC(N)=O

Calculated atomic charges, method Löwdin, unit e:
1 N 0.15
2 C -0.70
3 N 0.14
4 O 0.02
5 H 0.11
6 H 0.04
7 H 0.10
8 H 0.08
9 N 0.19
10 C -0.64
11 N 0.16
12 O -0.03
13 H 0.10
14 H 0.10
15 H 0.06
16 H 0.10
17 N 0.14
18 C -0.71
19 N 0.16
20 O 0.01
21 H 0.10
22 H 0.09
23 H 0.12
24 H 0.06
25 N 0.15
26 C -0.69
27 N 0.12
28 O 0.04
29 H 0.09
30 H 0.11
31 H 0.10
32 H 0.12

[6]
C4H16NO2 | ωB97M-V with the def2-TZVPD basis set

XYZ file:
```
23
C4H16NO2 ωB97M-V with the def2-TZVPD basis set
C -0.84410 0.53229 0.24981
C 0.11273 1.46351 0.99399
C -0.74071 2.40277 1.87668
C 1.10316 0.66681 1.89610
N -0.19126 -0.23572 -0.86400
H -1.22984 -0.19159 0.94591
H -1.67532 1.06422 -0.18279
H 0.72813 2.02249 0.31414
H -1.76168 2.02783 1.97385
H -0.34801 2.48848 2.88912
H -0.80824 3.41866 1.48474
H 0.69020 0.43638 2.86790
H 2.00931 1.26648 1.98340
H 1.40244 -0.27292 1.41957
H -0.90790 -0.27149 -1.64044
H 0.55506 0.27690 -1.35281
H 0.25678 -1.12105 -0.50047
H 1.47109 -0.43467 -4.03609
H 0.32127 -1.38841 -3.82982
O 0.65263 -0.52925 -3.52972
H 0.35258 -4.49787 -0.50599
H -0.61848 -4.82882 -1.62487
O -0.52986 -4.29503 -0.82818
```

Computed properties:
- 2S+1: 2
- Energy relative to the best compared isomer or geometry (same formula, charge and spin): 26.6 kJ/mol
- Expectation value of S²: 0.751

Calculated atomic charges, method Löwdin, unit e:
1 C -0.24
2 C -0.41
3 C -0.07
4 C -0.09
5 N 0.07
6 H 0.11
7 H 0.10
8 H 0.11
9 H 0.08
10 H 0.07
11 H 0.08
12 H 0.07
13 H 0.08
14 H 0.04
15 H 0.08
16 H 0.09
17 H 0.09
18 H 0.03
19 H 0.02
20 O -0.15
21 H 0.01
22 H 0.02
23 O -0.14

[7]
C4H16NO2 | ωB97M-V with the def2-TZVPD basis set

XYZ file:
```
23
C4H16NO2 ωB97M-V with the def2-TZVPD basis set
C 0.01131 0.30183 -0.34208
C -0.77237 -0.84943 -0.96367
C 0.08436 -1.87637 -1.71325
C 1.12621 -2.56533 -0.84427
N -0.12606 0.37774 1.13469
H 1.07657 0.29802 -0.56948
H -0.27396 1.27496 -0.72066
H -1.35628 -1.35050 -0.19952
H -1.50441 -0.43551 -1.65890
H -0.61012 -2.59841 -2.12757
H 0.52916 -1.37350 -2.58019
H 1.91616 -1.87561 -0.56447
H 1.57786 -3.43421 -1.33450
H 0.67667 -2.92747 0.07487
H 0.29763 -0.42632 1.61283
H -1.12635 0.39873 1.38764
H 0.29615 1.24386 1.54611
H -1.57187 2.81976 0.27714
H -2.94428 3.19181 -0.26267
O -2.40785 2.41911 -0.01767
H 2.02963 2.89204 2.02416
H 1.63329 2.24934 3.39849
O 1.43854 2.24547 2.44298
```

Computed properties:
- 2S+1: 2
- Energy relative to the best compared isomer or geometry (same formula, charge and spin): 1.2 kJ/mol
- Expectation value of S²: 0.750

Calculated atomic charges, method Löwdin, unit e:
1 C -0.25
2 C -0.21
3 C -0.26
4 C -0.12
5 N 0.10
6 H 0.10
7 H 0.08
8 H 0.10
9 H 0.11
10 H 0.10
11 H 0.11
12 H 0.05
13 H 0.07
14 H 0.06
15 H 0.09
16 H 0.10
17 H 0.07
18 H -0.02
19 H 0.04
20 O -0.15
21 H 0.01
22 H 0.03
23 O -0.20

[8]
C4H16NO3 | ωB97M-V with the def2-TZVPD basis set

XYZ file:
```
24
C4H16NO3 ωB97M-V with the def2-TZVPD basis set
O 0.19451 0.80021 -2.15869
C -0.06114 -0.58108 -1.78359
C 0.05537 -0.59067 -0.29583
N -0.59889 0.60924 0.49009
C -0.39471 0.57850 1.96297
C -0.57204 -1.90911 0.21783
H 0.84647 0.82454 -2.94383
H 0.57775 -1.37575 -2.29116
H -1.13570 -0.74638 -2.18034
H 1.21492 -0.51876 -0.01794
H -0.34895 1.56404 0.01339
H -1.58872 0.62443 0.27296
H -1.02344 1.35055 2.36294
H 0.52917 0.42451 2.16038
H -0.80414 -0.41722 2.39477
H -0.49684 -1.86393 1.32522
H -1.61462 -2.11068 -0.13394
H -0.04570 -2.83266 -0.10058
H -1.16238 2.62180 -1.51730
H -0.53466 3.86967 -0.65201
O -0.92745 2.90615 -0.71312
H 2.08926 -2.91344 1.98660
H 2.75003 -1.58369 2.33145
O 2.07981 -1.97730 1.99062
```

Computed properties:
- Energy relative to the best compared isomer or geometry (same formula, charge and spin): 269.4 kJ/mol
- Charge: +1

Calculated atomic charges, method Löwdin, unit e:
1 O -0.12
2 C -0.21
3 C -0.30
4 N 0.02
5 C 0.02
6 C -0.06
7 H 0.15
8 H 0.16
9 H 0.15
10 H 0.19
11 H 0.13
12 H 0.16
13 H 0.11
14 H 0.02
15 H 0.13
16 H 0.06
17 H 0.10
18 H 0.10
19 H -0.02
20 H 0.17
21 O -0.02
22 H 0.05
23 H -0.06
24 O 0.06

> What is the formula in the third record?

C4H16N4

> What is the energy relative to the best compared isomer or geometry (same formula, charge and spin) in the second record?

498.0 kJ/mol

> Which value of energy relative to the best compared isomer or geometry (same formula, charge and spin) does entry 2 give?

498.0 kJ/mol

> Which of these has the lowest energy relative to the best compared isomer or geometry (same formula, charge and spin)?

C4H16N2O5